# 1
{
  "formula": "C5H7N3",
  "method": "the ωB97M-V functional and the def2-TZVPD basis",
  "total_charge": 0,
  "molar_mass_g_mol": 109.1,
  "e_homo_ev": -9.179,
  "relative_energy_ev": 6.019,
  "smiles": "C1=NN=C[C@@H]2N[C@@H]2C1",
  "species": ["N", "N", "N", "C", "C", "C", "C", "C", "H", "H", "H", "H", "H", "H", "H"],
  "coordinates": [[1.007, -1.251, 1.449], [0.795, 1.046, -0.930], [0.354, -0.173, 2.300], [-0.525, 0.483, -1.042], [0.777, -0.456, -1.054], [-0.642, 0.380, 1.787], [-1.349, 0.205, 0.339], [1.337, -1.115, 0.239], [2.213, -1.821, -0.055], [0.989, 1.391, -1.927], [-2.061, 1.085, 0.368], [-0.889, 1.405, 2.230], [0.869, -0.935, -2.039], [-1.084, 0.682, -1.986], [-1.790, -0.926, 0.321]],
  "mulliken_charge": [-0.451, -0.539, -0.317, 0.037, -0.264, 0.021, -0.732, -0.009, 0.289, 0.280, 0.301, 0.282, 0.421, 0.398, 0.283]
}

***

# 2
{
  "formula": "C5H7N3",
  "method": "the ωB97M-V functional and the def2-TZVPD basis",
  "total_charge": 0,
  "molar_mass_g_mol": 109.1,
  "e_homo_ev": -9.050,
  "relative_energy_ev": 6.087,
  "species": ["N", "N", "N", "C", "C", "C", "C", "C", "H", "H", "H", "H", "H", "H", "H"],
  "coordinates": [[-0.626, -0.324, -1.523], [-2.348, 0.788, 0.556], [0.927, -0.008, 0.181], [1.235, -2.073, -1.452], [0.286, -0.865, -0.857], [0.286, 0.779, 0.947], [0.782, 1.558, 1.844], [-1.177, 0.905, 0.697], [1.364, -1.044, 0.939], [1.049, -2.909, -0.789], [0.601, -2.343, -2.457], [0.260, 2.318, 2.242], [2.238, -1.707, -1.468], [1.723, 1.614, 2.109], [-1.375, -0.950, -2.154]],
  "mulliken_charge": [-0.581, -0.493, -0.326, -1.008, 0.429, 0.646, -1.245, 0.244, 0.355, 0.338, 0.251, 0.381, 0.328, 0.419, 0.262]
}

***

# 3
{
  "formula": "C5H7N3",
  "method": "the ωB97M-V functional and the def2-TZVPD basis",
  "total_charge": 0,
  "molar_mass_g_mol": 109.1,
  "e_homo_ev": -8.512,
  "relative_energy_ev": 7.503,
  "species": ["N", "N", "N", "C", "C", "C", "C", "C", "H", "H", "H", "H", "H", "H", "H"],
  "coordinates": [[-0.584, -1.103, -0.288], [2.620, -2.037, 0.222], [0.741, 0.853, -0.022], [-1.675, -0.217, -0.141], [1.663, -1.288, -0.275], [2.031, 1.430, -0.020], [0.634, -0.405, -0.358], [-3.147, -0.382, 0.151], [1.794, 2.704, -0.512], [1.997, 1.561, 1.169], [-1.250, 0.820, -0.100], [-0.255, -2.036, 0.213], [-3.759, 0.681, 0.074], [2.941, 0.671, -0.284], [-3.750, -1.253, 0.171]],
  "mulliken_charge": [-0.302, -0.422, -0.379, 0.024, -0.116, -0.781, 0.738, -0.788, 0.269, 0.275, 0.356, 0.324, 0.169, 0.290, 0.342]
}

***

# 4
{
  "formula": "C5H7N3",
  "method": "the ωB97M-V functional and the def2-TZVPD basis",
  "total_charge": 0,
  "molar_mass_g_mol": 109.1,
  "e_homo_ev": -7.464,
  "relative_energy_ev": 5.949,
  "smiles": "Nc1ncn2c1CC2",
  "species": ["N", "N", "N", "C", "C", "C", "C", "C", "H", "H", "H", "H", "H", "H", "H"],
  "coordinates": [[-1.581, 1.354, 0.029], [-2.303, -0.883, -0.165], [0.476, 0.804, -0.135], [1.076, -1.111, -0.130], [1.845, 0.234, 0.125], [-0.159, -0.372, -0.148], [-0.344, 1.946, -0.213], [-1.340, 0.030, 0.155], [1.168, -1.800, 0.836], [2.366, 0.542, 1.012], [2.818, 0.259, -0.541], [0.090, 2.870, -0.109], [-3.232, -0.342, 0.319], [1.415, -1.548, -1.147], [-2.295, -1.983, 0.112]],
  "mulliken_charge": [-0.690, -0.540, 0.066, -0.104, -0.596, -0.079, -0.191, 0.233, 0.247, 0.289, 0.204, 0.387, 0.302, 0.220, 0.252]
}

***

# 5
{
  "formula": "C5H7N3O",
  "method": "the ωB97M-V functional and the def2-TZVPD basis",
  "total_charge": 0,
  "molar_mass_g_mol": 125.1,
  "e_homo_ev": -9.712,
  "relative_energy_ev": 3.470,
  "smiles": "C[C@]1(n2ccnn2)CO1",
  "species": ["O", "N", "N", "N", "C", "C", "C", "C", "C", "H", "H", "H", "H", "H", "H", "H"],
  "coordinates": [[-1.091, -0.658, 0.988], [3.014, -0.006, -0.565], [1.008, -0.317, -0.105], [1.922, 0.543, -0.593], [-1.555, -0.528, -0.331], [2.878, -1.312, -0.063], [1.588, -1.544, 0.145], [-0.469, 1.689, 0.368], [-0.284, 0.126, 0.205], [1.160, -2.485, 0.308], [-2.647, -0.116, -0.268], [3.630, -2.116, -0.042], [-1.475, -1.414, -0.967], [-1.560, 1.797, 0.661], [0.183, 1.862, 1.210], [-0.177, 2.360, -0.462]],
  "mulliken_charge": [-0.454, -0.566, 0.562, -0.351, -0.711, -0.457, -0.050, -1.099, 0.968, 0.384, 0.226, 0.347, 0.247, 0.321, 0.346, 0.288]
}

***

# 6
{
  "formula": "C5H7N3O2S",
  "method": "the ωB97M-V functional and the def2-TZVPD basis",
  "total_charge": 0,
  "molar_mass_g_mol": 173.2,
  "e_homo_ev": -8.453,
  "relative_energy_ev": 4.938,
  "smiles": "COC(=O)/N=c1\\s[nH]nc1C",
  "species": ["S", "O", "O", "N", "N", "N", "C", "C", "C", "C", "C", "H", "H", "H", "H", "H", "H", "H"],
  "coordinates": [[0.846, -1.860, -0.110], [-2.572, 0.479, 0.204], [-1.533, -1.411, -0.562], [2.447, -1.718, 0.237], [2.984, -0.464, 0.194], [-0.392, 0.559, -0.405], [2.336, 1.888, -0.124], [0.658, -0.075, -0.191], [-3.749, -0.371, 0.255], [2.099, 0.427, -0.062], [-1.512, -0.162, -0.238], [1.790, 2.339, 0.481], [-3.792, -1.116, 1.053], [-3.758, -0.594, -0.770], [-4.585, 0.569, 0.691], [2.186, 2.027, -1.008], [3.054, -2.477, 0.155], [3.494, 1.959, 0.202]],
  "mulliken_charge": [0.098, -0.332, -0.694, 0.000, -0.579, -0.482, -1.444, 0.422, -0.646, 0.537, 0.804, 0.464, 0.277, 0.368, 0.184, 0.515, 0.215, 0.293]
}

***

# 7
{
  "formula": "C5H7N3O3S",
  "method": "the ωB97M-V functional and the def2-TZVPD basis",
  "total_charge": 0,
  "molar_mass_g_mol": 189.2,
  "e_homo_ev": [-8.434, -8.445],
  "relative_energy_ev": 6.295,
  "species": ["S", "O", "O", "O", "N", "N", "N", "C", "C", "C", "C", "C", "H", "H", "H", "H", "H", "H", "H"],
  "coordinates": [[-0.867, -1.673, 0.820], [4.240, 1.394, 0.387], [-0.489, -0.032, -2.315], [0.876, 2.353, -1.501], [2.700, 2.855, -0.219], [2.231, 0.679, 0.771], [-0.043, 0.038, -1.183], [0.043, -0.227, 0.062], [0.760, 0.802, 0.997], [-1.468, -2.602, -0.579], [1.725, 3.105, -1.085], [3.064, 1.657, 0.277], [0.503, 1.829, 0.762], [-0.647, -2.607, -1.445], [-1.767, -3.596, -0.221], [1.834, 4.177, -1.441], [-2.237, -2.297, -1.123], [0.433, 0.344, 1.892], [2.771, -0.024, 1.286]],
  "mulliken_charge": [0.036, -0.648, -0.354, -0.547, -0.564, -0.109, 0.365, 0.504, -0.814, -0.877, 0.063, 0.523, 0.387, 0.265, 0.332, 0.362, 0.409, 0.424, 0.243]
}

***

# 8
{
  "formula": "C5H7N3S",
  "method": "the ωB97M-V functional and the def2-TZVPD basis",
  "total_charge": 0,
  "molar_mass_g_mol": 141.2,
  "e_homo_ev": -9.169,
  "relative_energy_ev": 3.162,
  "species": ["S", "N", "N", "N", "C", "C", "C", "C", "C", "H", "H", "H", "H", "H", "H", "H"],
  "coordinates": [[-2.062, 1.381, -0.264], [2.808, 1.818, 0.230], [-1.225, 0.593, 1.001], [2.803, -0.532, 0.092], [1.499, 1.803, 0.437], [3.418, 0.664, 0.092], [-1.516, -0.684, 1.554], [0.802, 0.552, 0.545], [1.525, -0.573, 0.353], [-1.903, 0.796, -1.587], [1.057, -1.517, 0.422], [-2.550, -0.572, 1.996], [4.561, 0.677, 0.068], [-0.889, -0.874, 2.356], [-1.472, -1.510, 0.791], [1.106, 2.826, 0.560]],
  "mulliken_charge": [-0.171, -0.510, -0.226, -0.560, -0.196, -0.019, -0.799, 0.224, 0.043, 0.129, 0.439, 0.290, 0.305, 0.351, 0.291, 0.411]
}

***

# 9
{
  "formula": "C5H7N4",
  "method": "the ωB97M-V functional and the def2-TZVPD basis",
  "total_charge": 1,
  "molar_mass_g_mol": 123.1,
  "e_homo_ev": -13.604,
  "relative_energy_ev": 2.394,
  "species": ["N", "N", "N", "N", "C", "C", "C", "C", "C", "H", "H", "H", "H", "H", "H", "H"],
  "coordinates": [[-0.612, 0.299, -0.359], [-3.760, 1.333, -2.671], [-0.787, -1.813, -0.089], [-2.926, 1.714, -2.037], [0.705, 0.024, 0.256], [-0.872, 1.562, -0.675], [0.607, -1.506, 0.468], [-1.456, -0.787, -0.587], [-1.843, 2.217, -1.466], [1.430, -1.912, -0.164], [-0.038, 2.160, -0.393], [-1.843, 3.341, -1.283], [1.546, 0.299, -0.399], [0.727, -1.983, 1.434], [-1.132, -2.843, -0.148], [0.826, 0.630, 1.278]],
  "mulliken_charge": [0.101, -0.300, -0.034, 0.592, -0.562, 0.228, -0.459, -0.512, -0.303, 0.249, 0.425, 0.293, 0.334, 0.340, 0.283, 0.325]
}

***

# 10
{
  "formula": "C5H7N4O6",
  "method": "the ωB97M-V functional and the def2-TZVPD basis",
  "total_charge": 1,
  "molar_mass_g_mol": 219.1,
  "e_homo_ev": [-12.983, -13.040],
  "relative_energy_ev": 3.737,
  "species": ["O", "O", "O", "O", "O", "O", "N", "N", "N", "N", "C", "C", "C", "C", "C", "H", "H", "H", "H", "H", "H", "H"],
  "coordinates": [[-2.858, 0.758, 0.517], [-3.839, 2.737, 0.473], [-3.495, -2.160, 1.549], [-1.920, 2.393, -0.589], [-4.453, -1.329, -0.190], [-2.142, -2.038, -0.365], [-3.722, -1.742, 0.541], [-0.574, -0.479, -1.061], [-2.771, 1.892, 0.107], [-2.452, -0.725, -2.168], [-0.497, 0.437, -2.159], [-0.082, -0.965, 1.343], [-1.690, -1.186, -1.086], [0.502, -0.475, 0.016], [-1.649, 0.087, -2.676], [0.631, 0.596, 0.103], [-0.284, -1.928, 1.442], [1.446, -0.957, -0.475], [-3.582, 3.544, 0.017], [0.357, 1.186, -2.419], [-1.032, -0.563, 1.471], [0.606, -0.600, 2.167]],
  "mulliken_charge": [-0.448, -0.373, -0.345, -0.525, -0.281, -0.573, 1.237, 0.343, 0.977, -0.325, -0.157, -1.180, 0.401, -0.319, 0.078, 0.332, 0.476, 0.325, 0.385, 0.372, 0.267, 0.335]
}

***

# 11
{
  "formula": "C5H7N4OS2",
  "method": "the ωB97M-V functional and the def2-TZVPD basis",
  "total_charge": 1,
  "molar_mass_g_mol": 203.3,
  "e_homo_ev": -12.706,
  "relative_energy_ev": 0.000,
  "smiles": "NNc1cno[n+]1C(=S)/C=C\\S",
  "species": ["S", "S", "O", "N", "N", "N", "N", "C", "C", "C", "C", "C", "H", "H", "H", "H", "H", "H", "H"],
  "coordinates": [[-0.422, -1.811, 0.824], [-0.197, 1.398, -3.034], [1.992, -0.119, -1.425], [2.914, -0.324, -0.623], [-0.863, 1.471, 1.001], [0.351, 0.959, 1.331], [0.857, 0.310, -0.929], [-1.570, -1.352, -0.426], [1.110, 0.479, 0.348], [2.470, 0.014, 0.540], [-0.310, 0.405, -1.787], [-1.422, -0.389, -1.401], [-2.251, -0.321, -2.005], [-1.140, 2.390, 1.501], [3.066, 0.044, 1.374], [0.562, 0.670, 2.293], [-1.177, -2.784, 1.355], [-1.515, 0.877, 1.331], [-2.457, -1.917, -0.269]],
  "mulliken_charge": [-0.088, -0.139, -0.046, -0.256, -0.502, 0.037, 0.565, -0.293, 0.189, -0.442, 0.139, -0.455, 0.454, 0.301, 0.476, 0.270, 0.222, 0.187, 0.380]
}

***

# 12
{
  "formula": "C5H7N5",
  "method": "the ωB97M-V functional and the def2-TZVPD basis",
  "total_charge": 0,
  "molar_mass_g_mol": 137.1,
  "e_homo_ev": -8.380,
  "relative_energy_ev": 1.196,
  "smiles": "[H]/N=C(/N)Nc1ncccn1",
  "species": ["N", "N", "N", "N", "N", "C", "C", "C", "C", "C", "H", "H", "H", "H", "H", "H", "H"],
  "coordinates": [[-1.034, -1.406, 0.143], [2.241, 1.197, 0.332], [1.096, -0.844, 0.077], [3.473, -0.694, -0.201], [-0.545, 0.895, -0.036], [-1.848, 1.211, -0.082], [2.279, -0.076, -0.021], [-2.352, -1.128, 0.100], [-2.816, 0.178, -0.046], [-0.218, -0.412, 0.022], [3.416, -1.578, -0.401], [3.121, 1.657, 0.088], [-3.753, 0.587, -0.263], [-2.139, 2.368, -0.176], [-3.104, -1.769, 0.127], [0.969, -1.884, 0.281], [1.215, 1.697, 0.054]],
  "mulliken_charge": [-0.585, -0.472, -0.193, -0.812, -0.443, -0.008, 0.423, -0.249, -0.525, 0.472, 0.180, 0.298, 0.402, 0.312, 0.486, 0.297, 0.415]
}

***

# 13
{
  "formula": "C5H7NO",
  "method": "the ωB97M-V functional and the def2-TZVPD basis",
  "total_charge": 0,
  "molar_mass_g_mol": 97.1,
  "e_homo_ev": -9.543,
  "relative_energy_ev": 2.955,
  "smiles": "[H]/N=C1\\OC[C@H]2C[C@@H]12",
  "species": ["O", "N", "C", "C", "C", "C", "C", "H", "H", "H", "H", "H", "H", "H"],
  "coordinates": [[1.306, 0.350, -0.683], [1.889, -1.840, 0.500], [0.436, 1.380, -0.322], [-1.297, -0.416, -0.532], [0.952, -1.046, 0.293], [-0.791, 0.737, 0.213], [-0.456, -0.856, 0.628], [-1.472, 1.439, 0.711], [0.876, 2.165, 0.330], [-0.126, 1.924, -1.121], [-0.870, -1.262, 1.553], [2.778, -1.352, 0.365], [-2.352, -0.605, -0.426], [-0.873, -0.619, -1.507]],
  "mulliken_charge": [-0.521, -0.658, -0.409, -0.536, 0.500, -0.204, -0.357, 0.385, 0.294, 0.265, 0.396, 0.307, 0.296, 0.242]
}

***

# 14
{
  "formula": "C5H7NO",
  "method": "the ωB97M-V functional and the def2-TZVPD basis",
  "total_charge": 0,
  "molar_mass_g_mol": 97.1,
  "e_homo_ev": -10.491,
  "relative_energy_ev": 0.694,
  "smiles": "C[C@H](C#N)CC=O",
  "species": ["O", "N", "C", "C", "C", "C", "C", "H", "H", "H", "H", "H", "H", "H"],
  "coordinates": [[-0.064, 2.294, 0.736], [-1.028, -2.957, 0.129], [1.431, -0.517, 0.293], [-0.781, 0.411, -0.581], [-0.097, -0.518, 0.430], [-0.602, 1.875, -0.260], [-0.620, -1.884, 0.270], [-1.027, 2.570, -1.015], [1.729, -0.852, -0.706], [-1.864, 0.224, -0.620], [-0.409, 0.228, -1.599], [1.885, -1.188, 1.027], [1.808, 0.494, 0.463], [-0.360, -0.180, 1.439]],
  "mulliken_charge": [-0.472, -0.444, -1.341, -0.825, 0.644, 0.031, -0.009, 0.358, 0.339, 0.376, 0.350, 0.361, 0.372, 0.261]
}

***

# 15
{
  "formula": "C5H7NO",
  "method": "the ωB97M-V functional and the def2-TZVPD basis",
  "total_charge": 0,
  "molar_mass_g_mol": 97.1,
  "e_homo_ev": -10.320,
  "relative_energy_ev": 0.514,
  "smiles": "CC(=O)[C@@H](C)C#N",
  "species": ["O", "N", "C", "C", "C", "C", "C", "H", "H", "H", "H", "H", "H", "H"],
  "coordinates": [[0.715, -0.935, 1.460], [-0.639, 2.706, 0.115], [2.013, -0.068, -0.355], [-0.579, 0.107, -0.266], [-1.799, -0.609, 0.316], [-0.639, 1.563, -0.069], [0.739, -0.373, 0.392], [2.186, 1.015, -0.360], [1.943, -0.393, -1.398], [-0.511, -0.065, -1.348], [-1.795, -0.532, 1.404], [-1.758, -1.669, 0.050], [-2.726, -0.184, -0.077], [2.851, -0.564, 0.137]],
  "mulliken_charge": [-0.515, -0.436, -1.232, 0.656, -1.424, 0.059, 0.517, 0.326, 0.350, 0.306, 0.319, 0.345, 0.397, 0.332]
}

***

# 16
{
  "formula": "C5H7NO",
  "method": "the ωB97M-V functional and the def2-TZVPD basis",
  "total_charge": 0,
  "molar_mass_g_mol": 97.1,
  "e_homo_ev": [-8.214, -8.213],
  "relative_energy_ev": 4.745,
  "smiles": "[O-]/[NH+]=C1\\C[C@@H]2C[C@H]12",
  "species": ["O", "N", "C", "C", "C", "C", "C", "H", "H", "H", "H", "H", "H", "H"],
  "coordinates": [[-3.384, -0.048, 0.163], [-2.108, 0.372, -0.064], [-0.797, 0.001, -0.084], [1.427, 0.627, 0.624], [0.389, 0.779, -0.466], [1.210, -0.495, -0.328], [-0.039, -1.280, 0.081], [-0.020, -1.729, 1.077], [2.330, 1.205, 0.494], [1.106, 0.541, 1.652], [-0.349, -2.046, -0.632], [0.417, 1.576, -1.192], [-2.161, 1.360, -0.343], [1.980, -0.863, -0.983]],
  "mulliken_charge": [-0.607, -0.010, 0.290, -0.562, -0.385, -0.173, -0.550, 0.246, 0.260, 0.199, 0.279, 0.417, 0.214, 0.382]
}